# C37H51F3N3O3P2S2Sn

A structure of composition C37H51F3N3O3P2S2Sn in a non-equilibrium geometry (wB97M-V/def2-TZVPD, OMol25).

Values from the calculation:
E_HOMO, eV: -10.399
Total energy, Eh: -3823.34676
Spin multiplicity: 1
Relative energy (zero: lowest compared OMol25 entry of this formula, charge and spin), kcal per mole: 0.0
Net charge: +1

The geometry in XYZ format:
```
102
Properties=species:S:1:pos:R:3:forces:R:3:lowdin_charge:R:1
H 5.221676 -4.072039 2.670332 -0.034 0.016 -0.031 0.111
H -0.415836 1.128477 3.381877 0.427 0.494 -0.030 0.026
H 2.848944 3.296013 1.576240 -0.020 -0.005 -0.003 0.064
H 6.141163 3.596644 -2.294658 -0.037 -0.005 0.025 0.086
H 0.120694 0.947767 0.679893 -0.013 -0.022 0.120 0.075
C 3.626658 -0.723224 -2.783311 -0.005 0.102 0.033 -0.029
H -5.842867 0.382417 1.414608 0.029 -0.025 0.003 0.050
C 0.189480 -3.397943 -5.795190 -0.005 -0.002 -0.091 -0.505
C 1.985688 2.286936 -0.987109 -0.101 0.147 0.070 -0.121
H 2.746676 0.786192 3.087146 -0.030 -0.015 -0.021 0.102
H -0.319861 2.890204 3.520981 0.033 -0.004 -0.007 0.095
H -1.566645 -2.430084 -6.625777 0.024 -0.007 -0.029 0.087
C -4.824023 2.118577 -0.633127 0.000 -0.063 -0.093 -0.436
H -1.952594 -4.192429 4.523876 -0.019 0.019 -0.007 0.129
C 0.277259 1.977000 3.436671 -0.175 -0.157 0.007 -0.050
C 2.140656 1.032254 -1.626251 -0.389 -0.345 -0.038 -0.082
H 1.305167 -0.834926 -2.335927 0.061 0.127 0.035 0.094
H -4.394021 3.106590 -0.819919 -0.003 -0.012 -0.038 0.072
H 5.036746 -4.739808 0.282162 -0.038 0.022 0.021 0.105
F -1.005755 -3.485963 6.651018 0.009 0.001 0.077 0.154
H -5.601213 1.946825 -2.648769 -0.049 0.011 0.021 0.083
C -1.722089 -0.793290 2.855107 -0.109 -0.259 -0.147 -0.172
C 4.265162 -4.136863 0.743067 -0.007 0.021 0.039 -0.078
C 3.166190 -3.737153 0.015762 -0.033 0.034 -0.065 -0.034
C -0.827099 -2.275107 -5.841878 -0.011 0.009 0.001 -0.498
N 0.854152 -3.042860 -1.433914 -0.216 0.210 0.072 0.045
H -0.705662 2.381764 1.220207 -0.053 0.112 -0.040 0.096
O 0.111377 -1.744393 0.320061 0.255 -0.194 0.227 -0.291
H 4.684886 -0.846230 -3.005605 -0.008 0.019 0.003 0.086
H -1.638814 0.156173 2.330307 -0.121 -0.141 -0.056 0.067
H 2.737347 0.774731 1.317580 0.012 0.069 0.037 0.093
C -4.999008 1.355755 -1.953325 0.029 0.096 0.115 -0.436
H -1.140439 0.012439 4.758439 -0.068 -0.146 0.027 0.121
O -0.135834 0.283199 -1.532246 -0.092 0.509 0.007 -0.206
S 1.066328 -3.331701 -4.210133 -0.035 0.025 0.108 0.975
H 0.661015 -1.605494 1.977971 -0.207 -0.279 -0.145 0.050
C 4.366190 -3.759670 2.083011 0.057 -0.021 0.001 -0.063
C 4.458002 1.509964 -2.064750 0.071 -0.030 -0.010 0.007
H 0.773974 3.814559 -0.128788 0.077 -0.018 0.028 0.116
H 2.515528 3.323096 3.301826 -0.018 0.001 -0.056 0.091
C 2.274294 -2.582118 1.938846 0.029 -0.118 -0.011 -0.245
H -4.559916 -0.597259 -4.279658 0.023 0.034 0.000 0.036
H 2.965290 4.121489 -0.529468 0.016 -0.028 -0.015 0.123
C -1.277773 -2.224031 6.300850 0.066 -0.043 -0.158 -0.590
H -1.928011 2.495515 -3.888354 -0.041 -0.001 0.021 0.041
C -3.782878 2.495304 1.955352 -0.116 0.032 0.004 -0.286
P -3.405636 0.929547 -2.773328 0.149 -0.135 -0.053 0.770
H -3.224474 0.223716 -5.092972 0.020 0.012 0.000 0.016
F -2.353178 -1.827175 6.995850 -0.056 0.013 0.071 0.161
N -0.314351 -2.572738 -2.049253 0.335 -0.062 0.142 -0.220
H -4.813162 2.781544 2.183620 0.054 0.003 0.026 0.048
P -3.718660 1.280643 0.584543 0.140 -0.038 0.017 0.769
H -0.295639 -4.367532 -5.886409 -0.007 -0.033 -0.010 0.082
C 4.313184 2.774788 -1.503267 0.058 0.080 0.022 -0.221
H -3.218159 3.389840 1.687492 -0.015 -0.018 -0.006 0.038
H 5.161464 4.752001 -1.372900 0.001 -0.038 -0.004 0.084
H 3.078276 -0.830832 -3.721974 0.012 0.017 0.027 0.077
H 0.929960 -3.294055 -6.587082 0.004 -0.008 0.000 0.086
C 0.976171 -2.568094 -0.229816 0.290 -0.049 0.219 -0.405
H 1.513979 -0.133819 2.216577 0.492 1.236 0.021 0.049
N -2.078226 -1.852699 2.117859 0.018 0.120 0.205 0.005
Sn -1.632567 -1.115540 -0.680990 -0.460 -0.406 -0.336 1.248
C 2.153299 -2.954525 0.588586 -0.167 0.049 -0.099 -0.068
C -1.892338 -3.211059 4.074781 0.038 -0.092 0.002 0.031
C 2.047963 3.286432 2.313951 -0.132 0.157 0.024 -0.047
H -0.351432 -1.306221 -5.980679 0.029 0.027 -0.018 0.083
C 1.051281 0.107889 -1.838498 0.374 0.096 -0.077 -0.132
H -4.442513 -0.419519 2.161634 -0.024 0.024 -0.059 0.025
S -1.711285 -2.286746 -4.263532 -0.075 0.011 0.035 0.923
C 0.279378 1.995068 0.946041 0.058 0.063 0.059 -0.136
C -1.531962 -2.105668 4.818382 -0.062 0.004 0.084 -0.089
H -4.920136 -0.849662 0.523853 0.010 0.027 -0.007 0.030
H 5.422651 1.210315 -2.460608 -0.039 0.025 0.024 0.125
H -3.331777 2.069656 2.853267 0.006 -0.009 -0.013 0.030
H -2.426690 -3.883948 2.106519 -0.011 0.031 0.001 0.122
H -5.536006 0.417324 -1.786293 -0.002 0.010 0.029 0.077
C -0.303615 -2.706275 -3.323489 -0.130 -0.193 -0.097 -0.926
H 3.326694 -1.548532 -2.133369 0.007 0.047 0.011 0.070
H 3.059594 -4.026378 -1.022628 -0.010 -0.002 0.047 0.109
O 1.365356 -1.836900 2.607269 -0.273 -1.326 0.245 0.006
H -5.798586 2.281466 -0.166147 -0.023 0.040 0.020 0.083
C 0.697146 2.745548 -0.332842 0.148 -0.175 -0.043 -0.107
H 3.450237 -2.691086 3.712299 -0.020 -0.026 -0.058 0.125
C 2.096670 0.793478 2.207090 -0.153 0.288 -0.252 -0.024
C -1.440928 -0.867798 4.204350 -0.043 -0.033 0.132 0.019
H -4.751417 1.086923 -4.815856 0.031 -0.051 -0.010 0.046
H 0.865353 1.870088 4.352189 -0.015 -0.003 -0.035 0.098
H 1.455247 4.200649 2.198308 0.037 -0.050 0.012 0.092
H 6.080129 3.501274 -0.538573 -0.031 -0.008 -0.017 0.096
C -4.049777 0.361314 -4.394896 -0.132 0.080 0.007 -0.316
C 3.076213 3.139309 -0.975364 0.008 0.033 0.011 -0.002
C 3.395713 0.630938 -2.143310 0.118 -0.189 -0.104 -0.173
C 5.485623 3.713148 -1.431288 -0.066 -0.018 -0.002 -0.028
C 1.186235 2.027230 2.205775 0.245 0.042 -0.087 -0.563
C 3.384662 -2.992756 2.673651 0.107 -0.003 0.001 0.001
H -3.569720 3.167245 -3.755682 0.036 0.024 0.008 0.049
C -4.843344 -0.019199 1.228682 -0.056 0.038 0.010 -0.289
C -2.154399 -3.035952 2.725162 0.014 0.118 -0.140 -0.098
F -0.247812 -1.456513 6.679145 0.028 0.015 0.037 0.158
H -0.116741 2.615701 -1.047788 -0.040 0.054 -0.015 0.105
C -2.797514 2.595135 -3.235228 0.012 0.035 -0.004 -0.281
H -2.480640 3.145712 -2.347850 -0.005 -0.020 -0.014 0.027
```
Forces are in eV/Å.

=====

# CH3IOS2

An isolated molecule of CH3IOS2 in a non-equilibrium geometry (wB97M-V/def2-TZVPD, OMol25).

Values from the calculation:
E_HOMO (alpha / beta), eV: -8.491 / -8.467
Total energy, Eh: -1209.08005
Spin multiplicity: 1
Relative energy (zero: lowest compared OMol25 entry of this formula, charge and spin), kcal per mole: 70.9

The geometry in XYZ format:
```
8
Properties=species:S:1:pos:R:3:forces:R:3:lowdin_charge:R:1
H -1.916514 -0.257613 0.819412 -1.118 -0.799 2.132 0.054
C -1.374018 -0.116134 -0.041528 4.502 2.695 1.076 -0.158
H -0.704508 0.855305 0.132311 -1.114 -2.022 -0.221 0.133
I 2.797338 0.005251 -0.234932 -0.673 -0.668 0.087 0.449
S 3.077558 2.273546 0.066017 -0.379 -0.530 0.155 -0.371
S 0.654838 -1.711551 0.493536 0.841 1.477 0.002 0.549
H -1.981950 0.152551 -0.803118 -1.914 0.290 -2.656 0.048
O -0.552743 -1.201357 -0.431701 -0.144 -0.442 -0.576 -0.704
```
Forces are in eV/Å.

=====

# C20H32N6O7Sc

A structure of composition C20H32N6O7Sc in a non-equilibrium geometry (wB97M-V/def2-TZVPD, OMol25).

Values from the calculation:
E_HOMO (alpha / beta), eV: -9.717 / -10.845
Total energy, Eh: -2396.86857
Spin multiplicity: 1
Net charge: +1

The geometry in XYZ format:
```
66
Properties=species:S:1:pos:R:3:forces:R:3:lowdin_charge:R:1
C 3.389127 -1.029191 0.709972 0.079 -0.034 0.278 0.007
C 0.004164 3.336366 -0.987353 0.511 -0.651 -1.181 -0.255
O 1.492422 0.942368 -2.485453 0.616 -0.248 0.103 -0.198
O -4.694722 2.873819 -0.981764 0.453 -0.585 0.304 -0.077
N -0.973437 -1.777716 -2.505035 -1.649 -2.051 0.036 -0.024
H 3.156328 3.326901 -1.886705 -0.142 0.141 -0.036 0.094
H 5.287854 -1.292549 -0.259857 -0.213 -0.222 0.161 0.114
H 2.992691 -1.039926 4.154852 -0.335 0.004 -0.042 0.114
C 4.527242 -1.757652 0.368629 -0.229 -0.239 0.030 -0.055
Sc -0.496749 0.334784 -1.946868 4.542 1.201 3.160 0.985
N 0.853960 2.061845 -2.799384 -1.616 -1.352 0.186 -0.125
C -2.524705 -1.796218 -0.767717 0.300 3.124 1.427 -0.224
N -2.192823 -0.502802 -0.666596 -1.736 -2.369 0.879 -0.045
C -1.968513 0.963883 -3.466571 0.271 -0.465 -4.025 0.037
C -3.473757 -2.473079 0.158717 -0.162 -0.051 0.081 0.013
O -2.790613 0.171031 0.363901 0.623 -0.411 -1.028 -0.026
H 0.010056 1.074259 -4.353526 -0.453 -0.297 0.567 0.101
H -3.984074 -1.735016 0.781252 0.114 -0.194 -0.136 0.088
C 1.917158 -1.150414 4.345780 0.141 -0.168 0.406 0.020
H -2.598012 0.694946 -4.309403 -0.332 0.178 0.281 0.112
H -5.143634 2.107952 -0.587919 0.132 0.414 -0.152 0.034
C 2.561423 -2.928722 1.995538 0.126 0.163 -0.174 -0.033
N 1.125523 -0.538444 3.299959 0.072 0.002 1.261 -0.058
C 2.444738 -1.607003 1.560867 0.280 -0.294 -0.201 -0.195
C 3.692377 -3.658881 1.635576 0.100 0.146 -0.135 -0.064
C 1.038277 3.104584 -1.930786 -0.634 1.384 1.181 -0.276
C -0.332996 0.903971 4.704308 -0.319 0.260 0.468 0.006
H -0.927530 1.512446 1.843766 -0.137 0.075 0.102 0.100
H -4.215282 -3.049544 -0.409398 0.162 0.122 0.143 0.097
H 3.797465 -4.686350 1.987808 0.033 0.310 -0.161 0.112
H 1.676720 -2.215253 4.451509 0.098 0.295 0.035 0.094
H 2.265629 4.785734 -1.381788 0.063 -0.238 -0.143 0.073
H -1.868509 2.053182 -3.389339 0.250 -0.481 0.229 0.109
H 2.342841 4.324800 -3.097574 -0.031 -0.096 0.228 0.094
N -0.936730 2.354194 -0.916495 0.221 -0.128 0.190 -0.111
H -2.395620 0.429096 -2.572978 0.397 0.256 -0.778 0.078
C 0.543524 -0.018332 1.206912 -0.295 0.098 1.206 -0.358
H -0.091926 1.970045 4.824368 -0.024 -0.322 -0.051 0.104
H -3.790415 2.838909 -0.601314 -0.441 0.147 -0.204 -0.002
O -0.539474 0.299085 -4.068017 -3.139 1.474 0.848 -0.196
H -1.657796 -4.153196 -3.127843 -0.207 -0.100 0.296 0.089
N 1.345601 -0.816524 1.998540 -0.008 -0.008 -1.344 0.053
O -1.896854 2.519068 -0.012892 0.036 -0.362 -0.300 -0.209
H 0.532809 4.296522 0.855388 -0.223 0.048 -0.175 0.100
H -1.047818 4.774252 0.181592 0.245 -0.076 -0.007 0.085
C 0.166035 0.397294 3.405662 0.168 0.075 -0.569 -0.235
H -0.211698 -1.686527 -4.236802 -0.063 -0.219 0.416 0.103
C -2.184590 -3.900295 -2.205153 -0.157 -0.161 -0.186 0.019
H 3.229572 -0.012692 0.346169 0.110 -0.306 0.121 0.127
H 0.082493 0.357003 5.555898 -0.204 0.202 -0.185 0.071
H 0.464239 5.370141 -0.557799 -0.182 -0.175 0.186 0.080
O 0.582599 -0.099886 -0.048404 -0.567 -0.012 -0.991 -0.076
O -0.487051 -2.422177 -3.651978 0.019 0.574 0.554 -0.008
H -2.446984 1.150387 0.231954 -0.037 0.239 0.087 0.034
H -3.264982 -4.022437 -2.352064 0.204 0.027 0.046 0.105
H 5.571623 -3.640154 0.564234 -0.290 0.177 0.098 0.111
C -0.217363 0.762712 2.134936 0.273 -0.252 -0.763 0.076
C 2.260402 3.937375 -2.071810 0.495 0.089 0.085 -0.017
H -2.939147 -3.179265 0.810246 -0.088 0.163 -0.147 0.110
H 1.772898 -3.361239 2.614917 0.306 0.046 -0.245 0.115
H -1.884200 -4.590681 -1.407053 -0.028 0.164 -0.101 0.114
H 1.678470 -0.644622 5.283417 0.135 -0.145 -0.259 0.087
C -0.016158 4.512705 -0.073614 -0.034 0.276 0.145 -0.017
H -1.427904 0.814037 4.742511 0.328 0.015 -0.010 0.102
C 4.680175 -3.070280 0.833060 -0.144 0.060 0.085 -0.067
C -1.864389 -2.498615 -1.835015 2.214 0.759 -2.182 -0.217
```
Forces are in eV/Å.

=====

# C2H7NO

A cluster of 2 separate species, C2H7NO in total in a non-equilibrium geometry (wB97M-V/def2-TZVPD, OMol25).

Values from the calculation:
SMILES: C=CN.O
E_HOMO, eV: -8.354
Total energy, Eh: -210.36498
Spin multiplicity: 1
Relative energy (zero: lowest compared OMol25 entry of this formula, charge and spin), kcal per mole: 21.2

The geometry in XYZ format:
```
11
Properties=species:S:1:pos:R:3:forces:R:3:lowdin_charge:R:1
H 2.431927 0.120077 1.446242 0.152 -0.017 0.055 0.036
C -1.149273 -1.462973 -0.433555 0.820 0.807 -0.007 -0.031
H 3.350244 1.191038 0.838107 0.128 -0.056 -0.006 0.036
H 0.133823 0.535722 0.267584 0.354 0.634 0.149 0.039
H -2.356216 0.155304 -1.118336 -0.042 -0.268 -0.375 0.096
N -0.778624 0.884346 0.012655 -0.417 -1.080 -0.617 0.028
C -1.459742 -0.189156 -0.620199 -0.342 0.934 0.831 -0.296
H -1.644377 -2.244929 -0.939788 -0.537 -0.736 -0.176 0.027
O 2.434154 0.989970 1.038000 -0.298 0.022 -0.038 -0.053
H -0.721552 1.668715 -0.619709 0.244 0.183 0.187 0.073
H -0.240367 -1.648115 0.128996 -0.062 -0.421 -0.002 0.046
```
Forces are in eV/Å.